ORCA calculation (ωB97M-V/def2-TZVPD) on 2 unconnected molecules or ions with the total composition CH4N6O at a distorted geometry.

Results
multiplicity: 1
total charge: 0
LUMO: 0.24 eV
orbital gap: 9.56 eV
energy relative to the best compared isomer or geometry (same formula, charge and spin): 3.900 eV

Geometry as XYZ:
```
12
Properties=species:S:1:pos:R:3:forces:R:3:nbo_charge:R:1
C -1.72731 0.36686 -0.15173 -1.84 -2.11 -1.48 -0.2711
N 2.28188 2.25693 0.37813 -0.09 -0.12 -0.36 -0.0447
N 1.16841 -1.59401 0.45832 0.43 -0.40 2.88 0.2390
N 1.23967 1.83733 0.23444 2.36 -0.08 -0.36 0.2058
N 1.33879 -1.33202 1.53302 0.38 1.44 0.57 -0.0672
N 0.82811 -2.26346 -0.47166 -0.85 -1.39 -3.04 -0.5376
N 0.08696 1.53246 0.31637 -3.21 0.13 0.94 -0.1102
O -0.43581 0.50649 -0.51217 4.45 0.81 -1.47 -0.3772
H -2.06185 -0.52768 -0.74588 0.08 0.98 0.02 0.1996
H -2.26586 1.25960 -0.50504 -0.51 -0.37 1.24 0.1991
H -1.67013 -0.09910 0.80877 -1.24 0.90 1.47 0.1991
H 1.21714 -1.94340 -1.34257 0.04 0.23 -0.41 0.3655
```
Forces are in eV/Å.

ORCA calculation (ωB97M-V/def2-TZVPD) on 2 unconnected molecules or ions with the total composition CH4IPS.

Results
multiplicity: 1
total charge: 0
LUMO (alpha / beta): -1.76 / -1.84 eV
orbital gap (alpha / beta): 7.47 / 6.83 eV
energy relative to the best compared isomer or geometry (same formula, charge and spin): 3.007 eV

Geometry as XYZ:
```
8
Properties=species:S:1:pos:R:3:forces:R:3:nbo_charge:R:1
C 1.04386 0.77821 -0.32386 0.01 0.61 0.17 -0.8039
P -2.05130 -1.23543 -0.06998 0.12 0.08 -0.34 0.1368
S 2.60951 1.55379 0.07316 0.11 -0.10 -0.01 0.1095
I -3.85984 0.33109 0.02148 -0.05 0.06 0.01 -0.0788
H 0.90359 -0.08774 0.32042 0.03 -0.14 -0.08 0.2374
H 1.06130 0.46522 -1.36554 -0.01 -0.19 -0.03 0.2392
H 0.23539 1.48992 -0.16460 -0.11 -0.17 -0.06 0.2162
H -2.36038 -1.82439 1.16175 -0.09 -0.15 0.33 -0.0564
```
Forces are in eV/Å.

One value per record, in order, for total energy: -12083.0432; -29324.2302 eV.